Below is a cluster of 14 separate species, C78H160N8O30 in total at a distorted geometry, with properties calculated with ωB97M-V/def2-TZVPD.

ORCA input file:
```
! wB97M-V def2-TZVPD RIJCOSX def2/J DEFGRID3
* xyz 1 2
O 22.4892 -15.6379 -14.0836
O 17.7956 -12.2722 -21.3770
O 14.1175 -12.1277 -14.8829
O 16.7349 -11.6671 -23.4114
O 29.8862 -20.4492 -23.0634
O 23.1076 -11.1188 -12.2218
O 23.4579 -14.4145 -16.9422
O 27.4235 -14.2483 -21.1579
O 28.7675 -17.1830 -24.6089
O 17.6250 -18.9451 -15.1154
O 23.5236 -16.9525 -25.7466
O 23.7754 -18.4801 -20.6924
O 18.6322 -18.1465 -20.9155
O 19.6042 -16.0846 -21.1301
O 17.7930 -16.3990 -19.8338
O 19.0058 -19.2028 -16.7942
O 29.6197 -11.2587 -8.5794
O 18.0488 -20.9817 -15.8753
O 23.0476 -18.8345 -14.9919
O 25.7302 -11.8088 -14.7884
O 15.5655 -12.5232 -21.6096
O 26.2928 -5.0339 -18.4291
O 17.7460 -8.3757 -16.3145
O 23.7656 -20.7448 -14.1085
O 21.9886 -15.6970 -11.9780
O 21.7027 -10.1814 -22.3782
O 21.7700 -10.4343 -24.6713
O 19.8579 -10.3219 -23.5517
O 24.1954 -20.1524 -16.2093
O 21.0697 -17.1813 -13.2933
N 29.3026 -14.1435 -23.6380
N 22.6552 -15.9264 -25.4527
N 27.6110 -12.3680 -11.5686
N 25.3311 -5.8211 -17.7874
N 22.2828 -10.0420 -12.2548
N 17.2186 -11.1663 -16.8934
N 27.2785 -19.5173 -21.5681
N 22.8182 -13.7419 -17.9896
C 21.1435 -10.2784 -23.4370
C 19.1219 -8.4656 -16.6571
C 26.3258 -12.5912 -13.7705
C 25.1575 -7.1310 -18.3241
C 22.6296 -11.6626 -16.6928
C 23.2882 -4.4670 -18.4233
C 24.0239 -15.3249 -19.4115
C 22.6354 -14.6930 -19.0935
C 17.3393 -12.8782 -20.1564
C 21.7738 -16.2554 -13.1264
C 24.5114 -7.2676 -19.7079
C 22.9758 -9.0382 -10.0416
C 20.3369 -10.9123 -11.0062
C 22.8314 -8.9068 -11.5699
C 20.2880 -15.1662 -25.1907
C 29.0067 -12.2401 -9.4693
C 23.2267 -15.0422 -24.4058
C 16.7977 -10.1268 -17.9234
C 20.4805 -11.2016 -13.5014
C 26.6092 -13.0567 -21.1798
C 20.7898 -10.6386 -25.6848
C 28.1104 -18.9848 -22.6183
C 30.0036 -16.4671 -24.7280
C 18.2283 -19.8058 -15.9222
C 21.2856 -12.0011 -18.7026
C 20.8319 -10.2794 -12.3138
C 24.3535 -7.9339 -17.2571
C 27.8060 -14.3934 -23.6372
C 23.6548 -15.6639 -23.0870
C 20.6942 -13.3051 -16.6378
C 23.3012 -14.6512 -13.5160
C 16.7740 -8.7013 -17.3771
C 21.8524 -12.7525 -17.4813
C 29.6102 -19.1656 -22.4285
C 23.0484 -14.7674 -12.0844
C 29.8963 -11.5917 -7.2409
C 21.5675 -15.8376 -18.7842
C 25.9218 -19.0160 -21.6254
C 23.6366 -20.0158 -15.0766
C 12.7651 -12.3663 -15.1456
C 20.3951 -7.7814 -11.7979
C 18.7664 -16.8123 -20.6436
C 23.3067 -5.9364 -16.2522
C 30.1321 -15.3637 -23.5893
C 23.4182 -17.9367 -15.9754
C 23.9624 -18.9570 -17.0350
C 25.0829 -19.0318 -20.3443
C 28.5320 -17.9941 -25.7691
C 17.6739 -18.7502 -19.9741
C 27.3842 -15.0453 -22.2789
C 21.9064 -7.6198 -11.8788
C 21.2096 -16.4048 -25.4378
C 26.4332 -11.5268 -15.9848
C 15.7882 -12.8376 -20.2694
C 19.3358 -17.9402 -16.2804
C 22.1249 -13.8242 -20.2734
C 14.9069 -12.0380 -16.1191
C 24.1863 -5.0355 -17.2551
C 16.9912 -17.5052 -19.5436
C 20.8945 -12.9754 -19.8763
C 19.4771 -10.2995 -24.9509
C 20.8564 -16.9039 -26.8475
C 24.6797 -3.9125 -16.3694
C 20.9666 -17.5066 -24.3842
C 24.1673 -8.5920 -12.2248
C 18.2587 -17.7052 -15.1822
C 16.2901 -11.3504 -15.7620
C 27.0924 -11.6340 -12.7580
C 20.7776 -14.3249 -24.0314
C 24.4657 -14.2770 -25.0819
C 31.2210 -20.6339 -23.3273
C 22.7702 -19.3278 -21.2827
C 16.6938 -12.0698 -22.2353
C 26.5353 -7.8406 -18.4670
C 22.2328 -13.9154 -24.1379
C 20.0087 -8.9951 -12.6393
C 28.4487 -11.4608 -10.7747
C 23.0701 -7.2926 -16.7439
H 27.4111 -11.0515 -15.9075
H 20.1496 -10.1328 -10.2677
H 17.9828 -10.7009 -16.4249
H 24.0779 -8.8888 -17.7047
H 24.1984 -14.9206 -22.5039
H 17.9734 -19.3670 -19.1267
H 23.7296 -6.5536 -19.9672
H 21.2176 -17.1604 -23.3816
H 24.2359 -16.0436 -18.6199
H 20.3770 -11.4767 -18.4064
H 25.3442 -4.1310 -15.5335
H 21.4154 -16.3638 -27.6116
H 24.9746 -8.1466 -16.3870
H 28.3434 -17.2366 -26.5298
H 17.6463 -12.3285 -19.2666
H 14.4366 -11.4924 -16.9372
H 24.8014 -19.9522 -19.8327
H 24.3432 -14.8145 -13.7912
H 27.9467 -10.5442 -10.4649
H 29.9178 -15.9954 -25.7069
H 19.9476 -8.7310 -13.6951
H 24.1830 -17.3763 -15.4378
H 26.9434 -4.8179 -17.7570
H 20.5892 -15.3631 -18.7074
H 19.2456 -7.4519 -17.0379
H 24.0745 -8.2599 -19.8200
H 20.6785 -14.8564 -23.0849
H 18.6054 -17.3914 -14.1976
H 22.6034 -20.1974 -20.6471
H 22.4520 -5.1452 -18.5935
H 19.2362 -15.3422 -24.9652
H 26.4778 -10.8072 -12.4021
H 24.0818 -15.8153 -20.3832
H 21.6820 -16.6432 -19.5094
H 20.0642 -12.4964 -16.2672
H 26.9576 -7.7887 -17.4635
H 21.1062 -13.8721 -15.8030
H 30.8747 -17.1200 -24.7827
H 16.0364 -17.4340 -20.0647
H 22.1139 -6.8602 -11.1251
H 25.8838 -17.9456 -21.8276
H 28.0513 -15.8833 -22.0770
H 22.8259 -16.0582 -22.4991
H 19.8505 -8.5435 -15.8501
H 25.1631 -15.0672 -25.3599
H 24.2761 -13.9132 -16.9114
H 27.6264 -15.1127 -24.4363
H 20.9807 -11.6995 -10.6139
H 19.7995 -16.8056 -27.0954
H 19.9140 -17.7827 -24.4468
H 17.5491 -16.9841 -15.5880
H 21.6272 -18.3546 -24.5646
H 22.6893 -13.7873 -11.7706
H 20.1099 -13.4993 -23.7854
H 12.1698 -12.4627 -14.2376
H 25.5282 -13.1692 -21.0961
H 21.7788 -14.4340 -21.1080
H 30.5264 -10.8236 -6.7926
H 31.2823 -21.6676 -23.6677
H 29.5980 -13.1286 -9.6909
H 23.1735 -19.1518 -17.7615
H 26.9020 -12.3642 -20.3906
H 27.7274 -18.7080 -25.5924
H 26.7543 -12.4842 -16.3952
H 25.4709 -19.5116 -22.4853
H 22.1319 -7.2934 -12.8940
H 24.1913 -8.5515 -13.3138
H 25.4024 -13.0685 -13.4425
H 23.8892 -15.0731 -11.4618
H 20.3066 -17.7868 -15.8093
H 23.8659 -4.3430 -19.3393
H 28.8705 -11.6494 -6.8768
H 19.3817 -11.4163 -11.1532
H 20.0028 -13.8892 -17.2452
H 29.8779 -19.1778 -21.3719
H 20.6249 -12.3344 -20.7157
H 21.9506 -10.8733 -16.3703
H 21.1995 -12.0207 -13.4836
H 27.1590 -13.5434 -23.8536
H 24.9536 -9.2927 -11.9441
H 24.5462 -7.6351 -11.8658
H 17.0025 -19.4051 -20.5295
H 19.4490 -11.5359 -13.3904
H 23.1109 -12.0870 -15.8117
H 27.0191 -13.3568 -14.1186
H 15.8718 -10.4346 -18.4092
H 20.1469 -7.8145 -10.7370
H 20.6104 -11.6187 -26.1268
H 27.1419 -7.2209 -19.1273
H 22.9780 -13.2914 -20.6936
H 12.6311 -11.4275 -15.6830
H 22.4799 -8.0015 -16.1631
H 29.3940 -18.5892 -26.0708
H 22.0128 -11.2360 -18.9741
H 26.3470 -15.3720 -22.3536
H 28.1211 -13.1674 -11.9161
H 17.4457 -10.1406 -18.7998
H 16.7131 -17.5340 -18.4900
H 19.1638 -17.1896 -17.0520
H 16.9238 -7.9246 -18.1270
H 25.6376 -18.4076 -19.6438
H 20.0742 -13.6845 -19.7645
H 21.6596 -16.2166 -17.7664
H 23.9143 -16.5994 -26.5492
H 21.8694 -18.7202 -21.1955
H 19.8219 -7.0224 -12.3304
H 25.2544 -3.1960 -16.9564
H 24.0112 -13.7823 -25.9403
H 30.4897 -12.5060 -7.2482
H 15.2673 -12.1993 -19.5556
H 25.0041 -13.5695 -24.4512
H 26.6756 -12.5396 -22.1370
H 22.3559 -5.4536 -16.0263
H 24.2999 -16.5084 -23.3291
H 27.3628 -20.5225 -21.5174
H 23.8212 -5.8828 -15.2928
H 22.4701 -7.2443 -17.6526
H 22.3376 -13.1121 -24.8672
H 20.2243 -14.5785 -26.1065
H 31.1606 -15.0029 -23.5951
H 23.5520 -8.1801 -9.6957
H 20.4848 -10.6544 -14.4440
H 30.1928 -15.7955 -22.5903
H 15.1219 -13.0041 -16.5756
H 25.2781 -7.1739 -20.4769
H 24.8933 -18.5411 -17.4205
H 30.1589 -18.3266 -22.8564
H 29.3464 -11.1185 -11.2897
H 22.8570 -3.5178 -18.1052
H 27.7784 -17.9620 -22.7966
H 31.9078 -20.5904 -22.4820
H 24.8223 -14.5896 -19.3109
H 15.3868 -13.8442 -20.1521
H 12.5550 -13.2703 -15.7173
H 22.5861 -17.3361 -16.3428
H 23.0556 -19.5810 -22.3038
H 15.8063 -8.5414 -16.9018
H 19.1800 -9.2708 -25.1549
H 18.7219 -11.0616 -25.1432
H 17.6523 -13.9216 -20.1189
H 22.0167 -8.9830 -9.5266
H 23.4922 -11.1606 -13.1004
H 26.4476 -8.8763 -18.7954
H 23.4386 -11.1348 -17.1979
H 27.8360 -19.5810 -23.4885
H 23.5367 -9.9248 -9.7459
H 20.9516 -9.8652 -26.4357
H 29.5119 -13.6521 -22.7807
H 25.8132 -11.0184 -16.7231
H 18.9971 -9.2190 -12.3008
H 28.0036 -11.2523 -13.2184
H 22.4548 -13.3856 -23.2116
H 23.8770 -3.2053 -16.1604
H 31.7196 -20.1249 -24.1522
H 22.9769 -13.6859 -13.9048
H 19.3839 -9.1487 -17.4651
H 28.1870 -12.7777 -8.9926
H 21.1884 -17.9039 -27.1266
H 16.0052 -10.3692 -15.3821
H 16.9016 -11.9475 -15.0856
*
```

- HOMO energy (alpha / beta) (hartree) = -0.3419 / -0.3419